# 1
67
Properties=species:S:1:pos:R:3 method="wB97M-V/def2-TZVPD" e_above_lowest_kcal_mol=0.00 s2=0.76 charge=-1 spin_multiplicity=2 e_tot_ha=-6782.76781 largest_force_ev_per_a=0.7 lumo_ev="2.70 / 1.40" e_homo_ev="-4.504 / -4.422" orbital_gap_ha="0.26486 / 0.21392"
Cu -0.92973 -0.73503 0.00388
S -2.88206 -1.16483 1.03548
C -3.40191 0.44177 1.52425
C -4.61205 0.60108 2.19828
C -5.04806 1.85445 2.59540
C -4.27440 2.97453 2.31627
C -3.07427 2.82730 1.63940
C -2.62615 1.57158 1.23328
S -1.11346 1.43743 0.34484
H -5.21097 -0.27677 2.41007
H -5.99006 1.95489 3.12102
H -4.60188 3.95980 2.62507
H -2.46427 3.69506 1.41721
C 5.05950 1.93487 3.95175
C 5.50691 0.58996 3.39624
N 4.40882 -0.18836 2.83299
C 4.35448 -0.29833 1.37517
C 4.04408 1.02120 0.68409
C 3.59641 -0.81753 3.71985
O 3.80452 -0.77018 4.92813
C 2.40623 -1.56583 3.20099
C 2.14792 -2.84941 3.66335
C 1.02811 -3.51502 3.19673
C 0.20242 -2.86907 2.28822
N 0.43538 -1.63584 1.85647
C 1.50376 -0.99676 2.31389
H 5.91527 2.48430 4.34888
H 4.34271 1.78734 4.75787
H 4.59247 2.54214 3.17606
H 5.97734 0.00217 4.18599
H 6.23780 0.73227 2.59818
H 3.63440 -1.05885 1.09072
H 5.33326 -0.66164 1.04310
H 3.11819 1.45551 1.06219
H 3.92007 0.86113 -0.38627
H 4.84892 1.74432 0.83451
H 2.82041 -3.30432 4.37930
H 0.79599 -4.51956 3.52267
H -0.68047 -3.35540 1.88927
H 1.64669 0.00942 1.93726
F 0.28793 -2.29902 -0.98109
As 1.73443 -1.58282 -1.76162
F 1.63658 -0.39475 -0.46974
F 2.74249 -2.57981 -0.77237
F 3.11468 -0.80192 -2.43327
F 1.68339 -2.78129 -2.99328
F 0.65470 -0.56894 -2.67187
C -1.19174 -1.28000 -5.27846
N -2.16438 -0.27209 -4.88705
C -3.13108 -0.02202 -5.94636
C -2.68453 -0.35495 -3.59526
S -2.51204 -1.69659 -2.63277
N -3.30648 0.76612 -3.16371
C -3.00345 2.08807 -3.67857
C -4.08028 0.76126 -1.93183
H -0.70740 -0.93602 -6.19472
H -1.66286 -2.25240 -5.46206
H -0.44695 -1.40155 -4.50071
H -3.63835 -0.95293 -6.23465
H -2.62122 0.37830 -6.82465
H -3.88591 0.69184 -5.63287
H -2.11509 2.04928 -4.30287
H -2.81454 2.75350 -2.83420
H -3.83389 2.50472 -4.25933
H -4.49374 -0.22842 -1.75897
H -4.88425 1.49345 -2.03026
H -3.44834 1.01916 -1.07954

=====

# 2
16
Properties=species:S:1:pos:R:3 method="wB97M-V/def2-TZVPD" e_above_lowest_kcal_mol=100.51 spin_multiplicity=1 e_tot_ha=-1389.70538 largest_force_ev_per_a=5.2 lumo_ev=0.63 smiles=SC[C@@]12CSC[C@H]1S2 e_homo_ev=-8.639 orbital_gap_ha=0.34076
C 0.99861 -0.67184 -0.82134
C 0.10652 0.61364 -0.56533
C -1.35296 0.47859 -1.09027
C -0.75742 -0.49744 1.42999
C -0.08021 0.92727 0.89934
H 3.00037 0.08924 0.11790
H 0.61214 -1.82170 -0.48533
H 1.24788 -0.65234 -1.84579
H -1.78383 1.54149 -0.72881
H -1.57397 0.24656 -2.12308
H 0.03161 -1.19522 1.52332
H -1.37446 -0.26376 2.35158
H -0.94945 1.48922 0.97036
S 2.52128 -1.15758 0.12275
S -1.83500 -0.86117 0.06765
S 1.18890 1.73503 0.17706

=====

# 3
17
Properties=species:S:1:pos:R:3 method="wB97M-V/def2-TZVPD" e_above_lowest_kcal_mol=158.02 spin_multiplicity=1 e_tot_ha=-1083.94444 largest_force_ev_per_a=4.4 lumo_ev=-4.40 e_homo_ev=-8.967 orbital_gap_ha=0.16777
S 0.95805 -1.21531 2.08725
S -2.86376 0.93903 0.58259
C -1.20217 0.75324 0.93297
C -0.51524 0.28335 -0.40172
C -0.88496 -1.16626 -0.75718
N 1.46771 -0.08326 -1.64336
C 0.95234 0.60083 -0.76430
O 1.42652 1.61929 0.05191
H 2.03272 -0.42096 1.93112
H -1.04732 -0.05259 1.77301
H -0.67900 1.61747 1.32820
H -1.09896 0.89919 -1.10217
H -0.49448 -1.43747 -1.73578
H -0.26066 -1.85383 -0.17971
H -1.96123 -1.30069 -0.66112
H 2.44138 0.11006 -1.89023
H 1.72907 0.70792 0.44851

=====

# 4
7
Properties=species:S:1:pos:R:3 method="wB97M-V/def2-TZVPD" s2=0.75 spin_multiplicity=2 e_tot_ha=-439.60072 largest_force_ev_per_a=1.3 lumo_ev="-1.48 / -1.52" e_homo_ev="-5.511 / -5.706" orbital_gap_ha="0.14822 / 0.15369"
O 0.47015 -0.15319 -0.41196
C -0.80858 0.15081 -0.63100
Na 1.89273 0.68269 1.11808
H -1.37899 0.51118 0.24006
H -1.09619 0.53729 -1.62383
Na 0.31343 -2.54332 -1.47302
H 0.60745 0.81453 2.78167

=====

# 5
8
Properties=species:S:1:pos:R:3 method="wB97M-V/def2-TZVPD" e_above_lowest_kcal_mol=56.46 s2=2.00 spin_multiplicity=3 e_tot_ha=-1868.71406 largest_force_ev_per_a=1.9 lumo_ev="0.56 / -2.09" e_homo_ev="-7.078 / -9.125" orbital_gap_ha="0.28077 / 0.25868"
C 0.29753 0.32410 1.27247
C 0.06597 1.27764 0.24342
O -0.19484 0.86312 -1.01009
O 0.18595 -0.93876 0.78751
H 1.29767 1.31230 0.88829
H 0.44396 -1.60867 1.42995
Cu -0.54006 -0.93766 -1.17430
H -0.50940 2.13414 0.64584

=====

# 6
58
Properties=species:S:1:pos:R:3 method="wB97M-V/def2-TZVPD" e_above_lowest_kcal_mol=0.00 spin_multiplicity=1 e_tot_ha=-1233.52850 largest_force_ev_per_a=0.8 lumo_ev=0.84 smiles="CCC(=O)Oc1ccc([C@@H](CC)[C@@H](CC)c2ccc(OC(=O)CC)cc2)cc1" e_homo_ev=-8.637 orbital_gap_ha=0.34841
C -2.36472 -5.82678 -1.03696
C -2.92663 -4.89879 0.04129
C -2.15606 -3.59809 0.04837
O -2.53977 -2.56357 -0.42604
O -0.95729 -3.77416 0.62660
C -0.08367 -2.69295 0.72994
C 1.21472 -2.85731 0.27454
C 2.11091 -1.80722 0.36333
C 1.72681 -0.58156 0.89472
C 0.43166 -0.45777 1.39037
C -0.47357 -1.49786 1.31265
H -1.47762 -1.37916 1.68792
H 0.11857 0.47290 1.83968
C 2.63078 0.62424 0.90778
H 2.27388 1.28110 1.71040
C 4.08567 0.26308 1.23093
C 4.90797 1.46990 1.66862
H 4.98217 2.20794 0.87409
H 5.91555 1.16017 1.93753
H 4.45501 1.94508 2.53617
H 4.07586 -0.46606 2.04531
H 4.56250 -0.20989 0.37339
C 2.46306 1.44787 -0.40918
C 1.00051 1.79806 -0.53601
C 0.51957 2.97746 0.01761
C -0.82935 3.28409 0.00165
C -1.71934 2.38846 -0.56905
C -1.25982 1.21287 -1.14480
C 0.09084 0.92673 -1.12763
H 0.43073 0.00068 -1.56383
H -1.96510 0.52167 -1.57826
O -3.08808 2.63721 -0.62859
C -3.75458 3.02395 0.46924
O -3.25663 3.20395 1.54748
C -5.22930 3.14711 0.16068
C -5.88211 1.76916 0.28880
H -5.75229 1.38384 1.29741
H -5.43100 1.06992 -0.41115
H -6.94611 1.83915 0.07659
H -5.35300 3.52459 -0.85437
H -5.67655 3.84096 0.87267
H -1.18800 4.20158 0.44061
H 1.20891 3.67145 0.47759
H 3.01468 2.38178 -0.26329
C 3.00619 0.76931 -1.67788
C 4.38855 1.27208 -2.08519
H 4.70706 0.78255 -3.00344
H 5.13438 1.07441 -1.32072
H 4.36189 2.34477 -2.26686
H 2.32324 0.98165 -2.50313
H 3.02946 -0.31268 -1.54886
H 3.11912 -1.96009 0.01048
H 1.51078 -3.80332 -0.15246
H -3.97421 -4.67559 -0.16114
H -2.83306 -5.37109 1.01976
H -1.32111 -6.05362 -0.83285
H -2.43575 -5.35689 -2.01530
H -2.92635 -6.75731 -1.05722

=====

# 7
35
Properties=species:S:1:pos:R:3 method="wB97M-V/def2-TZVPD" spin_multiplicity=1 e_tot_ha=-2199.83316 largest_force_ev_per_a=4.4 lumo_ev=-6.87 e_homo_ev=-9.116 orbital_gap_ha=0.08253
C 1.50626 0.61356 -0.28094
C 0.60094 -0.40617 0.43356
I 1.23921 -2.39229 -0.15490
C 0.63465 -0.36547 1.98877
P 1.79330 0.92250 2.71648
Cl 3.06477 2.48998 3.64765
H 1.11895 1.63937 -0.20905
H 1.48601 0.36138 -1.34218
H 2.55429 0.59264 0.02539
H -0.45300 -0.27971 0.12640
H -0.38499 -0.15732 2.34043
H 0.92007 -1.33757 2.41193
H 1.33758 0.61381 4.03222
H 2.95632 0.27428 2.23115
H 1.14417 1.97057 2.00570
Be 1.14370 3.57557 3.87645
F 2.67579 -5.51053 1.94420
Al 1.56114 -6.42594 0.96241
F 1.75532 -8.12468 1.26302
F 1.87478 -6.06798 -0.71548
F -0.06329 -5.92843 1.34733
O -2.65372 -0.96517 0.09929
H -1.96929 -1.61900 -0.14850
C -0.67755 2.78676 -2.93924
C -1.46723 2.85308 -1.65782
O -1.08665 3.50268 -0.68828
N -2.62826 2.15591 -1.59696
C -3.23792 1.32632 -2.62300
H 0.22253 3.38638 -2.83723
H -0.38825 1.75528 -3.14623
H -1.26461 3.18031 -3.76935
H -3.10290 2.24496 -0.71328
H -4.22700 1.72048 -2.86102
H -3.34640 0.30941 -2.24207
H -2.63872 1.30499 -3.52685

=====

# 8
10
Properties=species:S:1:pos:R:3 method="wB97M-V/def2-TZVPD" e_above_lowest_kcal_mol=36.81 spin_multiplicity=1 e_tot_ha=-301.42856 largest_force_ev_per_a=0.4 lumo_ev=0.00 smiles="O[C@H]1C=NC=N1" e_homo_ev=-10.456 orbital_gap_ha=0.38407
O -1.68371 -1.04736 0.13424
C -0.46458 -0.53666 -0.29035
C -0.29918 0.96418 -0.42594
N 0.86544 1.33954 -0.05064
C 1.45087 0.12852 0.45197
N 0.73904 -0.93052 0.43654
H -1.84056 -0.78305 1.04925
H -1.02969 1.64521 -0.85620
H 2.47578 0.15782 0.81128
H -0.30954 -0.94383 -1.30025

=====

# 9
10
Properties=species:S:1:pos:R:3 method="wB97M-V/def2-TZVPD" e_above_lowest_kcal_mol=54.04 spin_multiplicity=1 e_tot_ha=-1335.68808 largest_force_ev_per_a=4.5 lumo_ev=0.60 smiles="C=C(S)Cl.S" e_homo_ev=-8.953 orbital_gap_ha=0.35093
C -0.09823 -0.72334 0.81689
C -0.39707 -0.67837 -0.42026
S -1.51361 0.53719 -1.16882
S 0.88073 1.89708 0.69475
Cl 0.47639 -1.71217 -1.61823
H -0.77336 -0.15209 1.44655
H 0.27888 -1.53854 1.29813
H 1.12168 0.92337 1.62270
H -1.55778 -0.12835 -2.29515
H 1.58236 1.57522 -0.37655

=====

# 10
14
Properties=species:S:1:pos:R:3 method="wB97M-V/def2-TZVPD" e_above_lowest_kcal_mol=19.53 s2=0.76 charge=+1 spin_multiplicity=2 e_tot_ha=-398.63900 largest_force_ev_per_a=1.0 lumo_ev="-5.14 / -9.18" e_homo_ev="-15.731 / -15.672" orbital_gap_ha="0.38926 / 0.23874"
O 0.43986 -2.09743 1.83873
C 0.48533 -1.14896 1.02208
N 1.39665 -1.11691 0.05865
C 1.27134 -0.23029 -1.08424
O 2.23991 0.06760 -1.68892
C -0.68626 -0.22778 1.10322
H 2.32416 -1.50773 0.19845
H 0.26044 0.08383 -1.33959
H -0.39070 0.81792 1.01928
H -1.36251 -0.56101 0.31623
H -1.09831 -0.22209 2.11206
H -1.86088 1.87892 -1.91398
H -1.59043 2.53929 -0.57622
O -1.42859 1.72465 -1.06574

=====

# 11
13
Properties=species:S:1:pos:R:3 method="wB97M-V/def2-TZVPD" e_above_lowest_kcal_mol=71.60 spin_multiplicity=1 e_tot_ha=-323.66687 largest_force_ev_per_a=4.4 lumo_ev=0.70 smiles="O=CCNCO" e_homo_ev=-9.585 orbital_gap_ha=0.37800
O -1.10727 -1.77732 -2.07990
C -0.40106 -0.82001 -1.76699
C -0.45043 -0.38433 -0.32756
N 0.27809 0.86976 -0.03619
C 0.41633 1.45335 1.33512
O 0.89206 0.41923 2.32010
H 0.36183 -0.39447 -2.57625
H -0.10333 -1.13474 0.52542
H -1.58904 -0.02096 -0.21374
H 1.24350 0.65548 -0.34569
H 1.11755 2.23989 1.24130
H -0.47118 1.65276 1.90144
H 1.82663 0.28442 2.35581

=====

# 12
10
Properties=species:S:1:pos:R:3 method="wB97M-V/def2-TZVPD" e_above_lowest_kcal_mol=64.25 spin_multiplicity=1 e_tot_ha=-322.18941 largest_force_ev_per_a=1.8 lumo_ev="0.15 / 0.15" smiles=N#Cc1ccoc1 e_homo_ev="-9.901 / -9.900" orbital_gap_ha="0.36950 / 0.36948"
N -0.80288 2.70638 -1.29328
C -0.50724 1.73256 -0.74068
C -0.12754 0.52189 -0.09735
C -0.25777 0.18617 1.21863
O 0.19434 -1.04549 1.46048
C 0.78922 -1.57470 0.30702
C 0.52138 -0.61213 -0.68969
H -0.65670 0.72839 2.06607
H -0.02751 -1.96768 -0.51231
H 0.87470 -0.67538 -1.71890